1.
This record from the OMol25 dataset describes 2 unconnected molecules or ions with the total composition C3H8O3S in a non-equilibrium geometry. The level of theory is ωB97M-V/def2-TZVPD.

Last column: Löwdin charge in e.
Element x y z (Å)
O: 1.443 0.865 2.620  0.10
C: 0.460 0.625 1.955  -0.53
O: -0.756 0.631 2.538  0.11
C: 0.504 0.244 0.520  -0.18
C: -0.563 0.923 -0.344  -0.56
S: -0.702 0.231 -2.017  0.70
H: -0.556 0.991 3.414  0.13
H: 0.430 -0.835 0.353  0.12
H: 1.528 0.426 0.191  0.12
H: -1.521 0.755 0.140  0.07
H: -0.351 1.986 -0.435  0.08
H: -1.390 -0.876 -1.611  -0.11
O: 0.480 -2.931 -2.320  -0.06
H: 1.400 -3.089 -2.499  0.03
H: 0.196 -2.496 -3.105  0.00

Computed properties:
net charge	0
Kohn-Sham gap	9.85	eV
SMILES	O=C(O)CCS.O

---

2.
This record from the OMol25 dataset describes CH3IN2O in the gas phase in a non-equilibrium geometry. The level of theory is ωB97M-V/def2-TZVPD.

Last column: Löwdin charge in e.
Element x y z (Å)
C: -1.050 -0.366 -0.042  -0.14
N: -0.548 0.970 0.098  0.02
N: 0.630 1.340 0.126  -0.12
O: 1.859 1.214 0.047  -0.35
I: 2.955 -0.947 0.106  0.32
H: -1.810 -0.385 -0.964  0.12
H: -1.700 -0.582 0.874  0.10
H: -0.336 -1.245 -0.245  0.06

Computed properties:
net charge	0
Kohn-Sham gap (spin up / spin down)	8.31 / 7.54	eV
SMILES	C/N=N\OI

---

3.
This record from the OMol25 dataset describes a molecular structure, C16H17N11O3SV in a non-equilibrium geometry. The level of theory is ωB97M-V/def2-TZVPD.

Last column: Löwdin charge in e.
Element x y z (Å)
V: -0.181 0.129 1.009  0.68
C: -1.255 2.181 3.589  -0.17
C: -1.784 0.935 3.989  -0.15
C: -0.826 -0.045 3.727  -0.19
C: 0.322 0.582 3.148  -0.34
C: 0.032 1.983 3.073  -0.17
H: -1.776 3.130 3.649  0.08
H: -2.781 0.765 4.376  0.08
H: -0.907 -1.099 3.954  0.08
H: 1.321 0.168 3.171  0.08
H: 0.721 2.749 2.743  0.09
N: 0.798 2.496 -1.009  0.15
C: 1.784 1.929 -0.213  -0.48
N: 3.018 2.359 -0.143  0.04
N: 3.619 1.494 0.722  -0.08
N: 2.791 0.611 1.142  -0.03
N: 1.574 0.855 0.552  -0.11
C: -0.187 1.681 -1.544  -0.49
N: -0.939 1.998 -2.576  0.03
N: -1.769 0.932 -2.711  -0.09
N: -1.518 0.043 -1.815  -0.06
N: -0.488 0.486 -1.033  -0.06
H: 1.111 3.247 -1.600  0.13
C: -2.587 3.350 0.437  -0.04
N: -3.475 2.229 0.153  0.06
C: -3.178 0.955 0.438  -0.58
N: -4.062 -0.007 0.033  0.18
O: -2.180 0.626 1.101  -0.09
H: -3.150 4.148 0.921  0.08
H: -2.134 3.724 -0.478  0.08
H: -1.809 3.022 1.118  0.06
H: -4.191 2.372 -0.538  0.14
H: -4.550 0.185 -0.828  0.10
H: -3.627 -0.918 0.032  0.11
O: 4.365 -4.393 -3.747  0.10
C: 3.055 -4.045 -3.829  -0.48
O: 2.485 -4.188 -4.874  0.11
C: 2.411 -3.522 -2.584  -0.15
C: 3.088 -3.343 -1.381  -0.03
C: 2.425 -2.885 -0.255  -0.10
C: 1.064 -2.596 -0.307  -0.62
S: 0.241 -2.071 1.176  0.67
C: 0.389 -2.748 -1.519  -0.10
C: 1.058 -3.209 -2.640  -0.01
H: 4.686 -4.233 -2.853  0.08
H: 4.152 -3.532 -1.286  0.11
H: 2.962 -2.722 0.671  0.10
H: -0.657 -2.481 -1.580  0.08
H: 0.540 -3.330 -3.582  0.12

Computed properties:
net charge	-1
spin multiplicity	3
Kohn-Sham gap (spin up / spin down)	7.40 / 7.58	eV
⟨S²⟩	2.022

---

4.
This record from the OMol25 dataset describes a molecular structure, C10H18F3InO4 in a non-equilibrium geometry. The level of theory is ωB97M-V/def2-TZVPD.

Last column: Löwdin charge in e.
Element x y z (Å)
In: -23.601 6.917 -2.050  1.54
C: -23.640 6.482 -5.130  -0.23
O: -25.083 6.507 -5.000  -0.08
O: -22.956 6.555 -3.861  -0.25
C: -23.226 5.416 -6.112  -0.56
F: -21.970 4.998 -6.067  0.16
F: -23.881 4.237 -6.030  0.18
F: -23.403 5.836 -7.344  0.21
C: -25.911 7.025 -6.046  -0.22
C: -27.354 6.640 -5.659  -0.05
H: -27.456 5.555 -5.675  0.11
H: -27.500 7.031 -4.652  0.02
H: -28.138 7.076 -6.277  0.12
H: -25.752 6.744 -7.087  0.14
H: -25.968 8.112 -6.084  0.09
H: -23.418 7.454 -5.570  0.14
C: -20.831 8.111 -4.109  0.03
C: -20.953 6.915 -3.222  -0.35
O: -21.489 6.993 -2.108  -0.04
C: -20.705 5.496 -3.881  0.05
H: -21.513 8.254 -4.947  0.10
H: -19.857 8.294 -4.562  0.12
H: -21.080 8.924 -3.427  0.10
H: -19.699 5.481 -4.301  0.11
H: -21.360 5.424 -4.750  0.04
H: -20.770 4.669 -3.175  0.11
C: -24.553 9.409 -4.362  0.06
C: -25.585 8.617 -3.569  -0.33
O: -25.273 7.829 -2.692  -0.01
C: -27.030 8.678 -3.966  0.00
H: -24.634 10.495 -4.407  0.13
H: -24.446 9.112 -5.405  0.10
H: -23.623 9.247 -3.818  0.07
H: -27.268 8.673 -5.030  0.10
H: -27.521 9.587 -3.618  0.14
H: -27.632 7.983 -3.381  0.12

Computed properties:
net charge	+2
Kohn-Sham gap	5.84	eV

---

5.
This record from the OMol25 dataset describes C16H16Cl3N3O2S2 in the gas phase in a non-equilibrium geometry. The level of theory is ωB97M-V/def2-TZVPD.

Last column: Löwdin charge in e.
Element x y z (Å)
C: -0.695 -2.154 3.719  -0.03
N: -1.851 -1.465 3.027  -0.15
C: -2.321 -0.202 3.471  -0.09
C: -2.248 0.925 2.757  -0.09
C: -1.938 0.986 1.326  -0.31
C: -0.538 1.651 1.118  -0.44
S: -0.658 3.467 1.462  0.98
C: -0.393 3.814 -0.237  -0.72
C: -0.366 5.129 -0.908  -1.53
Cl: -0.980 5.128 -2.617  0.56
Cl: 1.410 5.559 -0.883  0.55
Cl: -1.237 6.344 0.049  0.58
C: 0.188 2.672 -0.815  -0.11
N: 0.169 1.482 -0.116  -0.09
C: 0.584 0.391 -0.778  -0.28
C: 0.128 0.076 -2.121  0.02
C: 0.706 -1.068 -2.700  -0.05
C: 1.664 -1.916 -2.023  -0.26
S: 2.200 -3.399 -2.869  0.62
N: 3.512 -2.977 -3.710  -0.09
O: 2.542 -4.620 -2.135  -0.31
O: 1.325 -3.577 -4.038  -0.36
C: 2.021 -1.544 -0.653  -0.01
C: 1.492 -0.354 -0.073  -0.01
C: -1.985 -0.444 0.748  0.00
C: -1.837 -1.545 1.616  -0.08
H: 0.295 -1.683 3.547  0.09
H: -0.648 -3.187 3.406  0.08
H: -0.929 -2.186 4.763  0.07
H: -2.840 0.087 4.382  0.12
H: -2.515 1.852 3.304  0.11
H: -2.650 1.544 0.775  0.12
H: 0.106 1.268 1.883  0.10
H: 0.554 2.713 -1.842  0.13
H: -0.518 0.706 -2.776  0.13
H: 0.292 -1.434 -3.658  0.11
H: 4.123 -3.755 -3.475  0.07
H: 3.188 -2.985 -4.691  0.09
H: 2.814 -2.183 -0.075  0.15
H: 1.729 -0.036 0.978  0.14
H: -2.008 -0.535 -0.357  0.10
H: -1.887 -2.543 1.220  0.11

Computed properties:
net charge	0
Kohn-Sham gap	7.18	eV
SMILES	CN1C=CC([C@@H]2SC(C(Cl)(Cl)Cl)=CN2c2ccc(S(N)(=O)=O)cc2)C=C1

---

6.
This record from the OMol25 dataset describes 2 unconnected molecules or ions with the total composition C3H5F in a non-equilibrium geometry. The level of theory is ωB97M-V/def2-TZVPD.

Last column: Löwdin charge in e.
Element x y z (Å)
C: 0.124 -0.616 -1.429  0.03
C: -0.573 -0.045 -0.464  -0.22
C: 0.302 0.596 1.328  0.06
F: -1.941 -0.076 -0.373  0.01
H: -0.380 -1.235 -2.280  0.11
H: 1.126 -0.483 -1.464  0.02
H: -0.254 1.362 1.678  -0.03
H: 0.321 -0.350 1.913  0.03
H: 1.275 0.846 1.091  -0.01

Computed properties:
net charge	0
spin multiplicity	3
Kohn-Sham gap (spin up / spin down)	6.40 / 7.88	eV
⟨S²⟩	2.005

---

Short version: relative energy (zero: lowest compared OMol25 entry of this formula, charge and spin) = 6.5 88.7 30.8 39.2 34.5 44.4 kcal/mol, in the order given.
Short version: DFT total energy = -20218.6681 -14209.1216 -75927.7620 -32154.9950 -84649.6431 -5901.7308 eV, in the order given.